No. 1
Below is a molecular structure, C11H13Br, with properties calculated with the ωB97M-V functional and the def2-TZVPD basis.

Energy relative to the best compared isomer or geometry (same formula, charge and spin)   198.0 kJ/mol
HOMO   -0.2768 Eh
E_tot   -3000.85287 a.u.
Frontier orbital gap   8.355 eV
Strongest force on any atom   6.51 eV/A

Geometry as ORCA input:
```
! RIJCOSX wB97M-V def2-TZVPD def2/J DEFGRID3
* xyz 0 1
C 2.43133 -2.05023 -0.60405
C 1.55180 -1.85832 -1.61525
C 2.35304 -1.32757 0.59554
C 0.43773 -1.05848 -1.47825
C 1.26847 -0.46398 0.79528
C 0.30075 -0.40487 -0.18831
C -2.09565 0.28024 -0.80888
C -2.39130 -0.61390 0.31521
C -0.84000 0.48712 0.00989
C 0.17742 2.70501 0.69245
C -0.84630 1.58498 0.96315
Br -2.26763 -2.51114 0.07788
H 3.16702 -2.85726 -0.61954
H 1.77282 -2.42662 -2.50175
H 2.86723 -1.53230 1.54617
H -0.36772 -0.90603 -2.21638
H 1.09003 0.12998 1.69445
H -1.90790 -0.27349 -1.74496
H -2.79587 1.07569 -0.90144
H -2.78242 -0.16529 1.31198
H -0.00678 3.44970 1.29156
H 0.02553 2.99672 -0.39728
H 1.31833 2.50955 0.80989
H -1.79198 2.11453 1.06103
H -0.66797 1.11595 1.91161
*
```

Results of the natural (NBO) charge analysis, in e, for atoms 1 through 4:
1. C -0.231
2. C -0.199
3. C -0.194
4. C -0.203

No. 2
Below is 5 unconnected molecules or ions with the total composition C11H13BrCl13N3O, with properties calculated with the ωB97M-V functional and the def2-TZVPD basis.

HOMO   -0.3844 Eh
E_tot   -9222.83356 a.u.
SMILES   N#C[C@@](N)(Br)[C@](O)(C#N)CCCCl.ClC(Cl)Cl.ClC(Cl)Cl.ClC(Cl)Cl.ClC(Cl)Cl
Frontier orbital gap   10.279 eV
Strongest force on any atom   6.15 eV/A

Geometry as ORCA input:
```
! RIJCOSX wB97M-V def2-TZVPD def2/J DEFGRID3
* xyz 0 1
N 3.23280 -0.75158 -5.22442
C 3.56289 -0.26862 -4.17001
C 3.88694 0.36005 -2.71413
N 3.70297 -0.61693 -1.60901
Br 5.88282 0.73720 -2.77012
C 3.18427 1.78561 -2.46946
O 3.95459 2.75246 -3.26253
C 3.32584 2.30999 -0.94122
N 3.63071 2.58304 0.19174
C 1.66641 1.89946 -2.98754
C 0.72550 0.63691 -2.66592
C 0.62081 0.22915 -1.11196
Cl -1.17089 -0.22893 -0.80944
H 4.36972 -0.34887 -0.85443
H 3.94496 -1.56104 -1.94708
H 3.49694 3.62380 -3.15167
H 1.25204 2.90734 -2.60727
H 1.72574 1.97584 -4.14235
H -0.34577 0.94536 -2.98909
H 0.96507 -0.30343 -3.28894
H 0.93950 1.04524 -0.38536
H 1.20802 -0.73390 -0.85022
Cl 0.61983 1.68137 4.54214
C 1.28047 1.60642 2.90074
Cl 2.82742 0.74800 2.89465
Cl 0.13197 0.82667 1.80269
H 1.45082 2.62427 2.55296
Cl -5.28537 -3.22354 -0.00379
C -4.76208 -2.02719 -1.19737
Cl -4.20365 -0.55228 -0.39381
Cl -3.48845 -2.69415 -2.22922
H -5.61427 -1.77376 -1.82560
Cl -3.70797 -3.64440 3.08494
C -4.00005 -5.37482 3.31064
Cl -4.48455 -5.71127 4.97915
Cl -5.23189 -5.95201 2.17738
H -3.07260 -5.90802 3.10903
Cl -3.74133 0.77144 6.04004
C -3.12249 2.08099 5.02347
Cl -3.61965 1.84998 3.34115
Cl -3.67606 3.65048 5.62577
H -2.03386 2.06213 5.06516
*
```

Results of the natural (NBO) charge analysis, in e, for atoms 1 through 4:
1. N -0.271
2. C 0.242
3. C 0.051
4. N -0.832

No. 3
Below is a gas-phase ion, C11H13BrClN3OP (charge +1), with properties calculated with the ωB97M-V functional and the def2-TZVPD basis.

HOMO   -0.4784 Eh
E_tot   -4041.88723 a.u.
SMILES   C[C@H](Br)Cc1cn(P(O)Cl)c[n+]1-c1ccccn1
Frontier orbital gap   9.952 eV
Strongest force on any atom   0.44 eV/A

Geometry as ORCA input:
```
! RIJCOSX wB97M-V def2-TZVPD def2/J DEFGRID3
* xyz 1 1
C 3.10116 0.36791 1.41368
C 2.54213 1.35150 0.40161
Br 1.50968 2.71749 1.32814
C 1.71744 0.74347 -0.75500
C 0.91078 -0.47662 -0.44504
C 1.29809 -1.75383 -0.18292
N 0.16694 -2.52828 0.00070
P 0.13336 -4.31427 0.31278
O -1.41879 -4.43890 0.69343
Cl 1.00568 -4.25897 2.14906
C -0.89494 -1.73768 -0.15256
N -0.48037 -0.50049 -0.41777
C -1.40709 0.58509 -0.65725
C -1.69600 1.47131 0.35459
C -2.61623 2.47171 0.07505
C -3.17952 2.51424 -1.18478
C -2.80507 1.56190 -2.12213
N -1.92875 0.59581 -1.86714
H 2.32435 -0.24014 1.87925
H 3.86884 -0.26337 0.95845
H 3.58428 0.92238 2.21943
H 3.38136 1.86818 -0.06160
H 1.07749 1.51140 -1.19023
H 2.42985 0.46846 -1.53940
H 2.29605 -2.16026 -0.13418
H -1.72772 -3.88310 1.42440
H -1.93410 -2.01808 -0.09659
H -1.23050 1.37882 1.32577
H -2.88773 3.19141 0.83595
H -3.90893 3.27035 -1.44706
H -3.23173 1.58256 -3.11865
*
```

Results of the natural (NBO) charge analysis, in e, for atoms 1 through 4:
1. C -0.643
2. C -0.214
3. Br -0.002
4. C -0.478

No. 4
Below is a molecular structure, C11H13BrNbO3S, with properties calculated with the ωB97M-V functional and the def2-TZVPD basis.

HOMO (spin up / spin down)   -0.4539 / -0.4576 Eh
E_tot   -3681.55035 a.u.
Frontier orbital gap (spin up / spin down)   5.920 / 6.132 eV
Strongest force on any atom   11.51 eV/A

Geometry as ORCA input:
```
! RIJCOSX wB97M-V def2-TZVPD def2/J DEFGRID3
* xyz 1 1
C -1.20372 -0.82999 -1.70007
C -1.46937 -1.90925 -0.78867
C -2.21527 -1.37367 0.32890
H -1.17792 -2.93747 -0.94733
C -2.43740 0.03268 0.07882
C -1.81317 0.35886 -1.17477
H -1.89042 1.30648 -1.69608
H -0.73347 -0.91454 -2.67154
H -2.58092 -1.92928 1.17927
H -3.06423 0.70431 0.64558
Nb -0.33181 -0.38400 0.33098
Br 1.01487 -2.32476 1.26129
C 2.34918 1.36692 0.22430
C 1.45289 2.10609 -0.60189
C 1.16285 1.32341 -1.74875
H 1.03990 3.08724 -0.38003
C 1.88090 0.08557 -1.63528
C 2.62960 0.12976 -0.42165
H 3.27704 -0.65904 -0.05048
H 2.74460 1.68894 1.18770
H 0.49653 1.59433 -2.56499
H 1.82458 -0.75572 -2.32773
C 0.64189 0.48920 3.97105
S -0.92093 0.94872 3.18118
O -1.80038 -0.22302 3.19243
O -1.37596 2.19819 3.70721
O -0.46695 1.18596 1.67208
H 0.78305 1.13760 4.83851
H 1.45993 0.64390 3.26228
H 0.60459 -0.55802 4.28688
*
```

Results of the Löwdin charge analysis, in e, for atoms 1 through 4:
1. C -0.158
2. C -0.195
3. C -0.208
4. H 0.125

No. 5
Below is a molecular structure, C11H13F3NO3S, with properties calculated with the ωB97M-V functional and the def2-TZVPD basis.

HOMO   -0.1159 Eh
E_tot   -1405.09117 a.u.
Frontier orbital gap   6.240 eV
Strongest force on any atom   2.72 eV/A

Geometry as ORCA input:
```
! RIJCOSX wB97M-V def2-TZVPD def2/J DEFGRID3
* xyz -1 1
C 1.88285 0.03196 -0.16673
N 0.56303 -0.17839 0.33680
O -0.30986 -0.60803 -0.47411
O 0.27302 0.09885 1.51995
H 2.64351 0.29801 0.57162
H 1.83606 0.44491 -1.21253
C 0.81092 -3.57326 -0.88205
C 1.70690 -3.95925 -2.04320
C 2.11569 -5.41707 -1.95805
C 1.10603 -3.55713 -3.40503
C 1.87901 -2.75662 -4.24392
C 1.40987 -2.43409 -5.52490
C 0.15327 -2.89612 -5.92836
C -0.63058 -3.69305 -5.07777
C -0.16746 -4.02309 -3.79468
O 2.98781 -3.30710 -1.89850
S 3.01329 -1.79908 -1.03684
C 4.82126 -1.87809 -1.35687
F 5.52517 -0.99144 -0.61935
F 5.28988 -3.11982 -1.07354
F 5.06517 -1.65076 -2.68891
H -0.07395 -4.21988 -0.87789
H 1.35932 -3.67232 0.07693
H 0.42412 -2.54704 -0.99571
H 1.25241 -6.08340 -2.06660
H 2.83078 -5.61851 -2.75936
H 2.62555 -5.56466 -0.99473
H 2.86376 -2.40541 -3.90616
H 2.06218 -1.81620 -6.15452
H -0.22981 -2.61407 -6.90968
H -1.61148 -4.06119 -5.39318
H -0.75704 -4.65071 -3.11055
*
```

Results of the natural (NBO) charge analysis, in e, for atoms 1 through 4:
1. C -0.595
2. N 0.456
3. O -0.562
4. O -0.527